No. 1
{"formula": "C5H16N2O", "method": "ωB97M-V with the def2-TZVPD basis set", "symbols": ["N", "C", "C", "N", "C", "C", "C", "H", "H", "H", "H", "H", "H", "H", "H", "H", "H", "H", "H", "H", "H", "H", "H", "O"], "coordinates": [[1.1026, 1.2948, 1.8365], [0.6132, 0.0218, 2.3332], [0.9718, -1.1214, 1.3487], [0.7540, -0.7550, -0.0397], [-0.5566, -1.0320, -0.5086], [-0.9124, -0.0699, -1.5769], [-2.3641, 0.0997, -1.9942], [1.6124, 1.8049, 2.5389], [1.5986, 1.2765, 0.9451], [-0.4613, -0.0830, 2.5105], [1.1637, -0.2944, 3.2232], [0.3109, -1.9727, 1.5289], [1.9795, -1.5117, 1.5121], [1.1119, 0.2609, -0.5622], [-0.6599, -2.0138, -1.0257], [-1.3389, -0.9756, 0.2631], [-0.4994, 1.0100, -1.1026], [-0.1720, 0.0509, -2.3728], [-2.6143, -0.4345, -2.9068], [-2.9513, -0.2986, -1.1641], [-2.6116, 1.1554, -2.0783], [-0.4604, 1.3787, -0.3045], [2.5866, 0.9314, -1.4137], [1.7971, 1.2776, -0.9904]], "lowdin_charge": [0.005, -0.279, -0.236, -0.100, -0.306, -0.183, -0.055, 0.060, 0.018, 0.088, 0.100, 0.100, 0.105, -0.023, 0.159, 0.128, 0.082, 0.144, 0.087, 0.081, 0.088, 0.319, -0.029, -0.352], "homo_ha": -0.28194, "e_tot_ev": -10465.8259, "homo_lumo_gap_ev": 6.107}


No. 2
{"formula": "C27H13ClF3IMoN6OSSe", "method": "ωB97M-V with the def2-TZVPD basis set", "symbols": ["Mo", "F", "C", "F", "F", "C", "C", "C", "C", "N", "C", "S", "H", "H", "H", "Se", "N", "C", "C", "C", "C", "C", "N", "C", "C", "N", "C", "C", "C", "C", "C", "N", "H", "H", "H", "H", "H", "H", "Cl", "C", "C", "C", "I", "C", "O", "C", "N", "C", "C", "C", "C", "H", "H", "H", "H"], "coordinates": [[-0.6312, 0.2521, -0.1937], [-0.8441, 6.5443, 0.9864], [-1.2892, 5.3098, 0.7778], [-2.1001, 5.3217, -0.2866], [-2.0165, 4.9347, 1.8398], [-0.1465, 4.3436, 0.5614], [1.1822, 4.7311, 0.6555], [2.1920, 3.7944, 0.4694], [1.8470, 2.4876, 0.1921], [0.5658, 2.1185, 0.0882], [-0.4065, 3.0195, 0.2633], [-1.9379, 2.1637, 0.0803], [1.4226, 5.7634, 0.8738], [3.2320, 4.0776, 0.5355], [2.5970, 1.7230, 0.0386], [6.4578, -2.8195, 0.1562], [5.1519, -2.6318, 1.3400], [4.1647, -2.0302, 0.7278], [2.9002, -1.7045, 1.3755], [2.6234, -2.0009, 2.7131], [1.3915, -1.6682, 3.2355], [0.4540, -1.0572, 2.4154], [0.7074, -0.7484, 1.1411], [1.9217, -1.0671, 0.6210], [2.1461, -0.7271, -0.7777], [1.1320, -0.1041, -1.4133], [1.2558, 0.2064, -2.6986], [2.4218, -0.0619, -3.4091], [3.4721, -0.6839, -2.7691], [3.3398, -1.0346, -1.4216], [4.3804, -1.7049, -0.6527], [5.5445, -2.0385, -1.1472], [3.3790, -2.4930, 3.3121], [1.1386, -1.8861, 4.2629], [-0.5306, -0.8101, 2.7849], [0.3987, 0.6732, -3.1662], [2.4849, 0.2151, -4.4515], [4.3943, -0.9145, -3.2866], [-6.4691, -3.4226, -1.0344], [-4.9316, -2.6822, -1.2154], [-4.2546, -2.7960, -2.3982], [-2.9806, -2.2035, -2.5766], [-1.9856, -2.3852, -4.3778], [-2.4282, -1.5059, -1.5390], [-1.2080, -0.9059, -1.5728], [-3.1132, -1.3822, -0.3255], [-2.4529, -0.6583, 0.6221], [-3.0464, -0.4910, 1.7977], [-4.2957, -1.0381, 2.0936], [-4.9634, -1.7725, 1.1412], [-4.3743, -1.9584, -0.1207], [-4.7004, -3.3493, -3.2129], [-2.5323, 0.1253, 2.5249], [-4.7263, -0.8662, 3.0691], [-5.9342, -2.2011, 1.3512]], "lowdin_charge": [1.477, 0.179, -0.609, 0.158, 0.157, -0.080, 0.064, 0.002, -0.074, -0.114, -0.598, 0.782, 0.144, 0.127, 0.119, 1.243, -0.204, -0.337, -0.060, 0.064, 0.009, -0.068, -0.030, -0.130, -0.153, -0.050, -0.070, 0.015, 0.059, -0.063, -0.337, -0.202, 0.139, 0.130, 0.101, 0.130, 0.130, 0.137, 0.790, -0.582, -0.128, -0.633, 1.029, -0.366, -0.297, -0.162, -0.072, -0.122, -0.001, 0.038, -0.146, 0.110, 0.111, 0.127, 0.116], "homo_ha": [-0.50447, -0.50447], "total_charge": 2, "e_tot_ev": -146000.1365, "homo_lumo_gap_ev": [6.309, 6.310]}


No. 3
{"formula": "C19H17F3N8O", "method": "ωB97M-V with the def2-TZVPD basis set", "symbols": ["C", "N", "N", "C", "C", "C", "N", "C", "N", "C", "C", "C", "C", "C", "C", "N", "C", "N", "N", "C", "C", "C", "C", "C", "F", "F", "F", "C", "C", "O", "N", "H", "H", "H", "H", "H", "H", "H", "H", "H", "H", "H", "H", "H", "H", "H", "H", "H"], "coordinates": [[0.2794, -4.4609, -1.0474], [0.4314, -5.0030, 0.3035], [-0.5587, -5.7080, 0.9209], [0.0278, -6.3234, 1.9268], [1.4266, -6.0093, 1.9837], [1.6613, -5.1596, 0.9797], [2.8871, -4.5586, 0.7498], [3.0419, -3.2032, 0.5360], [4.3064, -2.8441, 0.7611], [4.5730, -1.5199, 0.6931], [3.5643, -0.6176, 0.3389], [2.2963, -1.0875, 0.1193], [1.1509, -0.1637, -0.1894], [1.3335, 1.2025, -0.6844], [0.2798, 2.0369, -0.7885], [-1.0085, 1.5688, -0.5133], [-2.2605, 2.1454, -0.6003], [-3.1925, 1.2708, -0.3729], [-2.5610, 0.0717, -0.0926], [-1.2686, 0.2867, -0.1429], [-0.1461, -0.6157, 0.0744], [-2.6291, 3.5715, -0.9032], [-3.0198, 4.1958, 0.4772], [-3.8455, 5.4687, 0.3938], [-3.1144, 6.4529, -0.1921], [-4.9475, 5.2731, -0.4051], [-4.2397, 5.8452, 1.6416], [-1.5607, 4.2633, -1.7017], [-0.2104, 4.4021, -1.0287], [0.6126, 3.2571, -1.3086], [2.0387, -2.3996, 0.2409], [-0.5875, -4.8788, -1.5260], [1.1945, -4.7102, -1.6028], [0.1494, -3.3889, -1.0463], [-0.4961, -6.9488, 2.6022], [2.1481, -6.3413, 2.6954], [3.6603, -4.8422, 1.3502], [5.5658, -1.1794, 0.9737], [3.7845, 0.4388, 0.3321], [2.3302, 1.5789, -0.9492], [-0.3098, -1.6396, 0.4237], [-3.5567, 3.5290, -1.5030], [-3.6480, 3.5051, 1.0352], [-2.1219, 4.3520, 1.0613], [-1.4400, 3.7395, -2.6325], [-1.9109, 5.2872, -1.9412], [-0.3381, 4.5817, 0.0444], [0.2282, 5.2787, -1.4866]], "lowdin_charge": [-0.023, -0.127, 0.064, -0.150, -0.038, -0.276, 0.137, -0.380, 0.120, -0.076, -0.021, -0.215, -0.109, 0.051, -0.213, 0.153, -0.266, 0.104, 0.080, -0.285, 0.079, -0.220, -0.027, -0.558, 0.117, 0.114, 0.126, -0.133, -0.136, -0.008, 0.187, 0.079, 0.095, 0.045, 0.085, 0.092, 0.147, 0.111, 0.101, 0.130, 0.113, 0.156, 0.133, 0.122, 0.131, 0.128, 0.128, 0.129], "smiles": "Cn1nccc1Nc1nccc(-c2cc3n4c(nnc4c2)[C@@H](CC(F)(F)F)CCO3)n1", "homo_ha": -0.30639, "e_tot_ev": -42098.9400, "homo_lumo_gap_ev": 7.845}


What energy above the lowest of the compared OMol25 structures with the same formula, charge and spin values result from the calculations? In sequence: 646.05 0.00 0.00 kJ/mol.